No. 1
Computed, not measured: a cluster of 8 separate species, C26H62N8O11S in total in a non-equilibrium geometry, with ωB97M-V with the def2-TZVPD basis set.

Values from the calculation:
2S+1: 1
HOMO energy: -0.3131 hartree
strongest force on any atom: 0.1014 Eh/bohr

XYZ file:
```
108
Properties=species:S:1:pos:R:3:mulliken_charge:R:1
C 2.164 -0.640 -0.641 -0.6154
C 1.445 0.782 -0.178 -0.0532
O -0.017 0.686 -0.016 -0.3272
S -0.423 0.357 1.643 0.7760
O -0.048 -1.147 1.854 -0.5745
O -2.085 0.646 1.881 -0.3692
C -2.935 -0.376 1.253 0.1270
C -3.207 -0.150 -0.358 0.1964
O -2.282 -1.023 -1.106 -0.5486
C -4.742 -0.596 -0.830 -0.3422
N -5.768 0.504 -0.676 -0.5575
H 1.732 -1.586 -0.092 0.2644
H 2.180 -0.785 -1.820 0.1126
H 3.310 -0.578 -0.321 0.2121
H 1.623 1.528 -1.092 0.1705
H 2.008 1.236 0.753 0.1482
H -2.598 -1.483 1.426 0.2670
H -4.005 -0.278 1.772 -0.2841
H -3.117 0.991 -0.604 0.1913
H -2.706 -1.935 -1.257 0.3434
H -4.651 -0.859 -1.991 0.0426
H -5.025 -1.584 -0.227 0.2512
H -5.320 1.448 -0.522 0.2535
H -6.347 0.524 -1.568 0.3045
C 5.074 3.255 1.584 -1.3356
C 4.682 2.608 0.285 0.8608
O 3.523 2.619 -0.125 -0.6811
N 5.654 1.996 -0.449 0.0866
C 7.060 1.874 -0.148 -0.9268
H 4.190 3.699 2.051 0.2704
H 5.485 2.506 2.267 0.3822
H 5.804 4.048 1.403 0.3845
H 5.309 1.586 -1.310 0.0813
H 7.623 2.338 -0.962 0.2819
H 7.306 0.809 -0.106 0.2241
H 7.328 2.348 0.797 0.4153
C -5.341 -0.701 -6.349 -1.0797
C -5.984 -1.435 -5.207 0.7302
O -6.754 -0.880 -4.425 -0.7015
N -5.695 -2.758 -5.046 -0.1740
C -4.826 -3.588 -5.845 -0.7793
H -5.670 0.342 -6.343 0.3377
H -4.253 -0.720 -6.242 0.3271
H -5.638 -1.151 -7.300 0.2859
H -6.168 -3.179 -4.254 0.2451
H -5.419 -4.416 -6.242 0.2788
H -4.046 -3.988 -5.192 0.2704
H -4.368 -3.040 -6.669 0.2839
C -7.419 -2.966 4.869 -1.2712
C -7.137 -2.236 3.585 0.8616
O -7.571 -2.627 2.504 -0.6543
N -6.375 -1.107 3.640 -0.1333
C -5.777 -0.486 4.797 -0.8463
H -8.038 -3.844 4.660 0.2805
H -6.483 -3.303 5.322 0.3381
H -7.964 -2.316 5.558 0.3573
H -6.232 -0.675 2.734 0.1703
H -6.164 0.533 4.873 0.2957
H -4.696 -0.446 4.639 0.2472
H -5.991 -1.027 5.719 0.3501
C -4.132 -1.309 -11.422 -1.3748
C -4.600 -0.623 -10.170 0.8061
O -4.350 -1.066 -9.051 -0.6117
N -5.324 0.526 -10.296 -0.1237
C -5.721 1.205 -11.506 -0.8696
H -3.569 -2.209 -11.156 0.2838
H -4.990 -1.606 -12.030 0.3720
H -3.473 -0.646 -11.989 0.3816
H -5.601 0.926 -9.407 0.2126
H -5.308 2.217 -11.477 0.2895
H -6.812 1.265 -11.518 0.2887
H -5.373 0.695 -12.404 0.3344
C 5.069 0.464 6.182 -0.9026
C 4.640 1.410 5.097 0.7311
O 5.442 1.911 4.312 -0.6897
N 3.314 1.714 4.994 -0.0517
C 2.221 1.238 5.808 -0.7941
H 6.153 0.323 6.134 0.3029
H 4.819 0.878 7.162 0.0718
H 4.589 -0.509 6.044 0.3530
H 3.107 2.357 4.239 0.1804
H 1.507 0.731 5.153 0.2274
H 1.735 2.106 6.262 0.2850
H 2.550 0.553 6.589 0.3036
C 4.689 -0.128 -4.036 -1.2643
C 5.990 -0.525 -3.396 0.8071
O 6.372 -0.033 -2.336 -0.5900
N 6.758 -1.461 -4.023 -0.1902
C 6.492 -2.153 -5.261 -0.8761
H 4.194 0.626 -3.417 0.2031
H 4.873 0.304 -5.023 0.3968
H 4.030 -0.996 -4.116 0.3675
H 7.617 -1.673 -3.528 0.2419
H 6.475 -3.225 -5.053 0.2863
H 7.311 -1.936 -5.952 0.2851
H 5.546 -1.853 -5.712 0.3365
C 4.197 0.505 11.289 -1.3644
C 4.479 1.234 10.006 0.7701
O 4.045 0.843 8.924 -0.6261
N 5.241 2.364 10.061 -0.1378
C 5.839 2.985 11.218 -0.8666
H 3.578 -0.373 11.080 0.2790
H 5.133 0.167 11.742 0.3727
H 3.652 1.155 11.978 0.3839
H 5.384 2.796 9.155 0.2080
H 5.452 4.004 11.294 0.2926
H 6.920 3.024 11.060 0.2872
H 5.625 2.443 12.140 0.3388
```

=====

No. 2
Computed, not measured: the molecule C3H4N2O2 in a non-equilibrium geometry, with ωB97M-V with the def2-TZVPD basis set.

Values from the calculation:
2S+1: 1
HOMO energy: -0.3287 hartree
strongest force on any atom: 0.0408 Eh/bohr

XYZ file:
```
11
Properties=species:S:1:pos:R:3:mulliken_charge:R:1
C 1.505 -0.591 -0.380 -0.7350
N 0.137 -0.142 -0.179 0.4881
N -0.384 1.051 -0.711 -0.8695
C -1.369 1.451 0.093 0.1327
O -1.719 0.896 1.156 -0.6413
C -0.568 -0.954 0.506 0.7208
O -1.070 -1.810 1.096 -0.3363
H 1.695 -0.980 -1.377 0.3050
H 2.199 0.240 -0.165 0.2598
H 1.487 -1.478 0.272 0.2838
H -1.913 2.316 -0.312 0.3920
```

=====

No. 3
Computed, not measured: the molecule C4H5ClO in a non-equilibrium geometry, with ωB97M-V with the def2-TZVPD basis set.

Values from the calculation:
2S+1: 1
HOMO energy: -0.3245 hartree
strongest force on any atom: 0.1062 Eh/bohr

XYZ file:
```
11
Properties=species:S:1:pos:R:3:mulliken_charge:R:1
C -2.363 -0.963 -0.016 -0.5677
C -1.141 -0.161 0.170 0.1313
O 0.210 -0.581 -0.174 -0.3073
C 0.962 0.528 -0.088 0.1750
C 2.295 0.505 -0.123 -0.3756
Cl 3.393 -0.904 0.089 -0.1753
H -3.288 -0.358 0.495 0.2190
H -2.131 -2.019 -0.668 0.2301
H -1.319 0.987 0.660 0.1473
H 0.454 1.481 -0.123 0.2559
H 2.929 1.483 -0.222 0.2672
```

=====

No. 4
Computed, not measured: a structure of composition C26H39N8V in a non-equilibrium geometry, with ωB97M-V with the def2-TZVPD basis set.

Values from the calculation:
2S+1: 3
⟨S²⟩: 2.05
charge: +2
HOMO energy (alpha / beta): -0.4515 / -0.4586 hartree
strongest force on any atom: 0.0285 Eh/bohr

XYZ file:
```
74
Properties=species:S:1:pos:R:3:mulliken_spin:R:1
V 0.091 0.159 -0.455 1.7192
C -0.586 3.704 -0.651 0.0204
C 0.165 3.152 0.558 0.0210
N 0.924 1.918 0.254 -0.0119
C 2.250 2.184 -0.354 0.0253
C 2.642 1.105 -1.374 0.0216
N 2.111 -0.202 -0.971 0.0239
C 2.523 -1.302 -1.867 0.0282
C 1.639 -1.403 -3.108 0.0136
C 0.295 -2.095 -2.824 -0.0018
N -0.262 -1.756 -1.501 -0.0529
C -1.717 -1.557 -1.445 0.1155
C -2.909 0.783 -1.292 -0.0018
N -2.076 1.648 -0.448 0.0529
C -1.931 3.018 -0.977 -0.0047
H 0.075 3.660 -1.519 -0.0056
H -0.787 4.759 -0.466 0.0010
H -0.545 2.949 1.360 -0.0030
H 0.855 3.919 0.926 -0.0024
H 1.101 1.436 1.139 -0.0274
H 3.012 2.251 0.428 -0.0019
H 2.228 3.149 -0.863 -0.0012
H 3.735 1.077 -1.474 0.0007
H 2.238 1.350 -2.357 -0.0104
H 2.475 -0.415 -0.039 -0.0030
H 2.467 -2.238 -1.308 -0.0023
H 3.567 -1.160 -2.167 -0.0016
H 2.156 -1.978 -3.877 0.0001
H 1.469 -0.408 -3.514 -0.0067
H 0.431 -3.177 -2.887 -0.0030
H -0.420 -1.817 -3.603 0.0012
H -0.050 -2.508 -0.847 -0.0125
H -2.926 -1.641 0.271 -0.0022
H -2.284 -2.366 -1.922 0.0114
H -3.594 0.191 -0.683 0.0011
H -3.519 1.378 -1.977 -0.0009
H -2.481 1.709 0.480 -0.0050
H -2.754 3.638 -0.607 -0.0035
H -2.029 2.973 -2.061 -0.0016
C -1.736 -0.790 4.793 0.0133
C -1.271 0.357 4.167 -0.0070
C -1.055 0.375 2.803 0.0476
C -1.302 -0.757 2.017 -0.0335
C -1.772 -1.913 2.663 0.0117
C -1.980 -1.922 4.030 -0.0060
N -1.139 -0.704 0.639 -0.0028
N -1.961 -1.601 -0.042 0.0535
C -1.990 -0.165 -2.156 -0.1203
C -2.614 -0.371 -3.496 0.0365
C -2.206 0.340 -4.565 -0.0064
C -1.125 1.257 -4.445 0.0206
C -0.369 1.316 -3.291 0.0045
C -0.679 0.559 -2.168 0.0506
H -1.924 -0.795 5.856 0.0006
H -1.101 1.255 4.746 -0.0001
H -0.729 1.290 2.328 0.0067
H -1.948 -2.809 2.087 -0.0010
H -2.339 -2.824 4.505 0.0000
H -3.431 -1.077 -3.572 0.0002
H -2.679 0.215 -5.529 0.0022
H -0.869 1.883 -5.289 -0.0032
H 0.503 1.960 -3.288 0.0108
C 2.875 -1.681 5.021 -0.0001
N 2.418 -1.661 3.650 -0.0001
C 2.262 -2.755 2.850 0.0037
C 1.792 -2.292 1.659 0.0151
N 1.654 -0.927 1.714 0.0024
C 2.045 -0.591 2.930 0.0074
H 3.759 -2.311 5.104 0.0000
H 2.098 -2.079 5.675 0.0000
H 3.126 -0.673 5.341 0.0000
H 2.499 -3.748 3.183 0.0001
H 1.550 -2.860 0.779 0.0038
H 2.060 0.411 3.323 -0.0008
```

=====

No. 5
Computed, not measured: a structure of composition C44H35AsF6N3O4TeV, with ωB97M-V with the def2-TZVPD basis set.

Values from the calculation:
2S+1: 2
⟨S²⟩: 0.80
charge: +1
HOMO energy (alpha / beta): -0.3729 / -0.3729 hartree
strongest force on any atom: 0.0152 Eh/bohr

XYZ file:
```
95
Properties=species:S:1:pos:R:3:mulliken_spin:R:1
V 0.975 0.743 0.534 1.1932
C -2.191 -4.713 3.950 0.0015
C -1.648 -3.463 3.321 -0.0225
C -1.429 -2.316 4.080 0.0052
C -0.887 -1.168 3.525 -0.0228
C -0.737 0.108 4.316 0.0058
O -1.702 0.573 4.872 -0.0022
C 0.616 0.725 4.391 0.0032
C 0.735 2.100 4.572 -0.0011
C 1.990 2.665 4.714 0.0006
C 3.123 1.857 4.710 -0.0009
C 3.006 0.484 4.543 -0.0004
C 1.752 -0.080 4.365 -0.0036
C -0.582 -1.204 2.175 -0.0091
O -0.067 -0.114 1.528 -0.1599
C -0.855 -2.302 1.354 -0.0184
C -1.374 -3.434 1.951 0.0093
C -0.625 -2.113 -0.118 -0.0019
N -1.544 -2.048 -0.981 -0.0066
C -2.951 -2.082 -0.593 -0.0009
C -3.414 -0.629 -0.456 0.0003
Te -5.457 -0.444 0.155 -0.0003
C -5.162 -1.352 2.037 0.0001
C -5.628 -2.644 2.272 0.0001
C -5.525 -3.201 3.540 0.0002
C -4.949 -2.476 4.574 -0.0004
C -4.467 -1.195 4.341 0.0004
C -4.578 -0.632 3.076 -0.0004
C 0.781 -1.842 -0.595 0.0190
C 1.894 -2.002 0.247 -0.0319
C 3.186 -1.978 -0.272 0.0037
C 3.378 -1.785 -1.626 0.0026
C 2.281 -1.591 -2.471 -0.0020
C 1.002 -1.615 -1.966 0.0205
H -2.410 -4.563 5.005 0.0003
H -1.471 -5.528 3.862 -0.0021
H -3.109 -5.025 3.452 -0.0020
H -1.686 -2.309 5.131 -0.0017
H -0.161 2.705 4.600 0.0000
H 2.091 3.734 4.844 0.0000
H 4.101 2.302 4.838 0.0000
H 3.888 -0.142 4.544 0.0000
H 1.651 -1.153 4.240 0.0006
H -1.582 -4.310 1.347 -0.0012
H -3.139 -2.605 0.348 0.0005
H -3.507 -2.581 -1.383 0.0000
H -3.310 -0.097 -1.404 0.0001
H -2.804 -0.121 0.295 0.0020
H -6.096 -3.204 1.472 0.0000
H -5.912 -4.195 3.723 -0.0002
H -4.887 -2.906 5.566 0.0000
H -4.013 -0.621 5.138 0.0002
H -4.234 0.382 2.913 -0.0002
H 1.741 -2.206 1.301 0.0009
H 4.032 -2.110 0.388 -0.0007
H 4.382 -1.775 -2.030 0.0003
H 2.432 -1.425 -3.529 0.0002
H 0.144 -1.500 -2.612 0.0053
O -0.292 2.371 1.217 -0.0192
C -0.677 2.442 0.034 0.0505
N -1.463 3.268 -0.637 -0.0001
C -1.459 2.946 -2.086 0.0008
C -0.491 1.719 -2.117 0.0220
O -0.128 1.130 -3.085 0.0017
N -0.148 1.471 -0.786 -0.0403
C -0.869 4.118 -2.864 -0.0030
C 0.509 4.304 -2.928 -0.0004
C 1.034 5.420 -3.559 0.0000
C 0.186 6.361 -4.127 -0.0001
C -1.187 6.182 -4.062 0.0000
C -1.715 5.062 -3.434 0.0002
C -2.828 2.519 -2.593 0.0016
C -3.967 2.615 -1.810 -0.0003
C -5.204 2.246 -2.331 0.0002
C -5.298 1.758 -3.622 -0.0003
C -4.152 1.648 -4.404 0.0002
C -2.925 2.037 -3.899 0.0000
H -1.825 4.126 -0.252 -0.0002
H 1.187 3.577 -2.495 0.0008
H 2.106 5.552 -3.613 0.0000
H 0.597 7.230 -4.623 0.0000
H -1.852 6.910 -4.506 0.0000
H -2.788 4.919 -3.400 -0.0001
H -3.910 2.959 -0.786 0.0000
H -6.088 2.337 -1.715 0.0000
H -6.260 1.465 -4.022 0.0000
H -4.219 1.268 -5.415 0.0000
H -2.036 1.967 -4.512 0.0000
F 2.537 0.884 -0.783 -0.0026
As 3.649 1.767 0.395 0.0001
F 4.916 0.723 0.027 0.0002
F 3.974 2.907 -0.799 0.0002
F 4.390 2.566 1.673 0.0001
F 2.061 2.545 0.744 0.0013
F 2.905 0.555 1.503 0.0040
```

=====

No. 6
Computed, not measured: a cluster of 7 separate species, C30H54F10N8O13 in total in a non-equilibrium geometry, with ωB97M-V with the def2-TZVPD basis set.

Values from the calculation:
2S+1: 1
HOMO energy: -0.3475 hartree
strongest force on any atom: 0.1126 Eh/bohr

XYZ file:
```
115
Properties=species:S:1:pos:R:3:mulliken_charge:R:1
N -2.736 -3.326 0.532 -0.3755
C -3.051 -4.088 -0.727 -0.4442
O -3.119 -3.280 -1.912 -0.2907
C -1.907 -2.552 -2.203 1.0626
C -0.537 -3.260 -1.774 -0.8661
C -0.261 -4.681 -2.529 -0.3297
C 1.372 -4.825 -2.552 -0.8083
C 2.054 -4.083 -3.803 -0.1603
O 3.281 -4.833 -4.140 -0.3877
C 4.315 -4.478 -3.213 0.1889
O 4.824 -5.314 -2.412 -0.4709
C -1.937 -2.309 -3.819 -1.3258
C -0.803 -1.311 -4.335 -0.3952
O -1.272 0.038 -4.631 -0.4003
C -0.036 0.811 -4.766 -0.4263
C -0.290 2.276 -5.382 0.6987
F -1.558 2.764 -4.964 -0.2842
F -0.353 2.082 -6.818 -0.3319
C 0.930 3.292 -5.138 0.5790
F 0.924 4.257 -6.210 -0.3018
F 2.140 2.544 -5.308 -0.2496
C 0.879 4.107 -3.759 0.6673
F 2.003 5.020 -3.800 -0.3088
F -0.269 4.922 -3.590 -0.2560
C 1.091 3.220 -2.435 0.4083
F 1.028 4.014 -1.243 -0.2875
F 2.322 2.480 -2.444 -0.2722
C -2.065 -1.047 -1.578 -0.6257
O -0.890 -0.610 -0.843 -0.0143
C -1.207 -0.177 0.483 -0.6426
N -0.268 0.918 0.979 0.2507
C -0.597 1.282 2.369 0.5761
O -0.040 0.713 3.343 -0.7317
F -1.578 2.264 2.707 -0.2347
C 1.139 0.490 0.927 0.6625
O 2.011 1.396 0.976 -0.6273
F 1.579 -0.851 0.844 -0.2441
H -3.579 -3.210 1.117 0.2702
H -2.089 -3.888 1.115 0.2275
H -4.122 -4.503 -0.564 0.3852
H -2.395 -5.038 -0.835 0.1308
H 0.364 -2.597 -2.080 0.2267
H -0.410 -3.390 -0.629 0.4259
H -0.632 -5.583 -1.939 0.4001
H -0.577 -4.675 -3.625 -0.0022
H 1.734 -4.316 -1.589 0.3318
H 1.701 -5.927 -2.466 0.4271
H 1.370 -3.960 -4.715 0.2036
H 2.419 -3.031 -3.496 0.2102
H 4.765 -3.421 -3.175 0.3512
H -2.951 -1.773 -4.003 0.3941
H -2.002 -3.287 -4.411 0.4800
H -0.414 -1.740 -5.344 0.3595
H 0.115 -1.214 -3.663 0.2641
H 0.539 0.908 -3.783 0.1635
H 0.617 0.204 -5.506 0.3175
H 0.201 2.489 -2.362 0.0605
H -2.971 -1.133 -0.863 0.2149
H -2.380 -0.275 -2.370 0.1901
H -2.266 0.255 0.605 0.3827
H -1.123 -1.025 1.271 0.3828
C -7.033 -0.598 -1.311 -1.2062
C -5.937 -1.598 -1.557 0.6796
N -6.075 -2.371 -2.663 -0.1132
O -4.971 -1.725 -0.818 -0.6356
H -6.603 0.406 -1.302 0.2750
H -7.495 -0.807 -0.344 0.2861
H -7.803 -0.642 -2.083 0.3603
H -6.852 -2.305 -3.300 0.1512
H -5.350 -3.050 -2.848 0.1734
C 2.504 3.475 4.948 -0.5043
C 3.576 2.450 4.696 0.6744
N 3.405 1.669 3.598 -0.1241
O 4.549 2.313 5.424 -0.6815
H 2.955 4.469 4.939 0.0299
H 2.052 3.286 5.923 0.1810
H 1.722 3.440 4.187 0.1825
H 2.620 1.747 2.971 0.0774
H 4.110 0.973 3.408 0.1944
C 4.957 6.546 6.045 -0.5963
C 4.408 7.868 5.585 0.5663
N 5.229 8.942 5.739 -0.3742
O 3.295 7.993 5.101 -0.6296
H 4.984 5.858 5.198 0.0717
H 4.308 6.143 6.824 0.2490
H 5.967 6.644 6.448 0.3111
H 6.153 8.887 6.133 0.1938
H 4.882 9.840 5.438 0.2330
C 8.683 3.634 4.754 -0.6867
C 8.858 2.788 3.523 0.5629
N 7.756 2.106 3.109 -0.3233
O 9.913 2.705 2.917 -0.6343
H 8.901 4.674 4.505 0.2266
H 9.376 3.290 5.524 0.2494
H 7.666 3.575 5.147 0.1984
H 6.865 2.145 3.578 0.2006
H 7.847 1.531 2.286 0.1888
C -1.101 0.446 8.452 -0.8782
C -1.221 0.041 7.009 0.7242
N -0.340 0.620 6.151 -0.1100
O -2.054 -0.758 6.610 -0.6384
H -0.893 -0.440 9.054 0.2543
H -2.041 0.896 8.775 0.2486
H -0.297 1.169 8.606 0.2660
H 0.362 1.282 6.435 0.1531
H -0.401 0.363 5.175 0.1845
C -8.546 -6.138 -3.944 -0.9050
C -8.281 -4.729 -4.395 0.6997
N -7.897 -4.581 -5.692 -0.3840
O -8.396 -3.762 -3.659 -0.6499
H -9.581 -6.214 -3.606 0.2583
H -7.873 -6.380 -3.120 0.2290
H -8.387 -6.859 -4.748 0.3372
H -7.789 -5.348 -6.334 0.1818
H -7.713 -3.644 -6.019 0.2228
```